# 1
Here is a structure of composition C39H63F16InO3P from the OMol25 dataset. Energies are from the ωB97M-V functional and the def2-TZVPD basis.

The calculation puts the HOMO energy at -4.486 eV. As for the relative energy (zero: lowest compared OMol25 entry of this formula, charge and spin): 0.0 kcal/mol. For the calculated total energy, the calculation gives -3878.89111 Eh. As for the max |F|: 0.0198 Eh/bohr.

The geometry in ORCA input format:
```
! RIJCOSX wB97M-V def2-TZVPD def2/J DEFGRID3
* xyz -1 1
C -6.841 -0.569 4.856
C -6.929 -1.426 3.593
C -5.542 -1.598 2.941
C -5.465 -1.452 1.417
C -6.329 -0.353 0.802
C -6.212 1.047 1.419
C -4.803 1.512 1.777
C -3.800 1.354 0.623
C -2.786 2.506 0.523
C -1.498 2.193 1.280
C -0.584 3.411 1.468
C 0.883 3.103 1.155
C 1.795 4.181 1.717
C 3.311 4.042 1.405
C 3.701 2.949 0.409
C 3.936 1.591 1.094
C 3.601 0.377 0.222
C 4.812 -0.165 -0.519
C 4.471 -1.348 -1.427
C 4.641 -2.682 -0.687
In 6.786 -3.245 -0.408
C 7.275 -3.136 1.768
C 7.850 -4.419 2.339
C 8.503 -4.331 3.767
C 7.956 -3.201 4.592
C 6.696 -3.357 5.207
C 6.117 -2.320 5.944
C 6.803 -1.111 6.068
C 8.064 -0.949 5.477
C 8.635 -1.989 4.740
P 7.183 -5.579 -1.368
O 6.340 -6.639 -0.697
H -6.671 0.477 4.614
H -5.974 -0.889 5.431
H -7.704 -0.692 5.504
H -7.301 -2.396 3.918
H -7.669 -1.026 2.909
H -4.833 -0.949 3.443
H -5.212 -2.609 3.174
H -4.429 -1.243 1.167
H -5.694 -2.403 0.940
H -7.370 -0.666 0.905
H -6.159 -0.297 -0.268
H -6.576 1.748 0.666
H -6.896 1.155 2.257
H -4.444 1.039 2.687
H -4.873 2.574 2.009
H -3.213 0.459 0.813
H -4.328 1.239 -0.319
H -3.225 3.439 0.867
H -2.534 2.598 -0.532
H -0.954 1.437 0.715
H -1.764 1.753 2.240
H -0.630 3.726 2.512
H -0.934 4.242 0.860
H 1.123 2.121 1.554
H 0.966 3.097 0.071
H 1.686 4.146 2.802
H 1.442 5.168 1.428
H 3.827 3.825 2.338
H 3.694 5.007 1.081
H 3.005 2.862 -0.419
H 4.649 3.255 -0.031
H 3.417 1.567 2.051
H 4.997 1.535 1.333
H 3.238 -0.418 0.871
H 2.821 0.632 -0.494
H 5.548 -0.510 0.207
H 5.287 0.623 -1.107
H 3.424 -1.254 -1.734
H 5.080 -1.347 -2.328
H 4.269 -2.540 0.332
H 4.041 -3.484 -1.113
H 7.749 -2.002 -1.278
H 8.005 -2.333 1.852
H 6.351 -2.848 2.260
H 8.619 -4.824 1.685
H 7.073 -5.178 2.400
H 9.583 -4.234 3.674
H 8.283 -5.255 4.296
H 6.168 -4.292 5.090
H 5.144 -2.465 6.386
H 6.362 -0.292 6.618
H 8.596 -0.017 5.582
H 9.594 -1.883 4.257
H 6.935 -5.568 -2.772
H 8.567 -5.922 -1.294
C -2.534 5.198 -6.045
C -3.966 4.707 -5.780
C -4.718 5.313 -4.594
F -4.104 5.034 -3.429
F -5.962 4.778 -4.552
F -3.985 3.361 -5.698
F -4.694 5.061 -6.881
O -1.474 4.389 -5.586
C -0.962 4.524 -4.323
C -1.146 3.243 -3.508
F -2.457 2.940 -3.400
F -0.653 3.440 -2.267
F -1.467 5.596 -3.684
F 0.366 4.722 -4.447
H -2.434 5.171 -7.129
H -2.408 6.241 -5.751
H -4.808 6.397 -4.708
H -0.624 2.409 -3.981
C -5.334 -2.657 -2.638
C -3.995 -1.925 -2.467
C -3.656 -0.816 -3.467
F -3.557 -1.303 -4.720
F -2.463 -0.277 -3.128
F -2.989 -2.819 -2.405
F -4.068 -1.299 -1.258
O -5.308 -3.918 -3.276
C -5.416 -4.045 -4.631
C -4.163 -4.683 -5.237
F -3.081 -3.926 -4.984
F -4.325 -4.766 -6.578
F -5.719 -2.881 -5.233
F -6.440 -4.897 -4.874
H -5.652 -2.885 -1.622
H -6.100 -2.004 -3.060
H -4.416 -0.029 -3.441
H -4.012 -5.683 -4.825
*
```


# 2
Here is the molecule C6H10ClNO2S from the OMol25 dataset. Energies are from the ωB97M-V functional and the def2-TZVPD basis.

The calculation puts the HOMO energy at -11.162 eV. As for the relative energy (zero: lowest compared OMol25 entry of this formula, charge and spin): 58.7 kcal/mol. For the calculated total energy, the calculation gives -1298.08787 Eh. As for the max |F|: 0.0955 Eh/bohr.

The geometry in ORCA input format:
```
! RIJCOSX wB97M-V def2-TZVPD def2/J DEFGRID3
* xyz 0 1
C -1.206 0.676 0.181
C 0.303 0.212 -0.183
C 0.309 -1.282 0.053
C 0.689 0.529 -1.617
C 1.308 0.832 0.701
Cl 1.809 2.622 0.513
S 3.094 0.011 0.464
O 4.093 1.072 0.352
O 3.219 -0.912 1.576
C 3.851 -1.308 -0.735
N 4.325 -2.165 -1.327
H -1.238 1.441 0.987
H -1.786 1.029 -0.594
H -1.596 -0.176 0.705
H 1.050 -1.731 -0.589
H -0.666 -1.758 -0.376
H 0.395 -1.417 1.118
H 1.797 0.295 -1.766
H 0.014 0.012 -2.302
H 0.716 1.597 -1.855
H 1.390 0.688 1.832
*
```


# 3
Here is a cluster of 3 separate species, C5H12O2 in total from the OMol25 dataset. Energies are from the ωB97M-V functional and the def2-TZVPD basis.

The calculation puts the HOMO energy at -9.222 eV. As for the relative energy (zero: lowest compared OMol25 entry of this formula, charge and spin): 77.1 kcal/mol. For the calculated total energy, the calculation gives -348.08193 Eh. As for the max |F|: 0.0636 Eh/bohr.

The geometry in ORCA input format:
```
! RIJCOSX wB97M-V def2-TZVPD def2/J DEFGRID3
* xyz 0 1
C -1.089 1.422 -0.752
C -1.217 1.045 0.509
C -0.418 -0.089 1.087
C 0.865 0.432 1.653
C 1.081 1.654 2.166
H -1.748 2.173 -1.203
H -0.656 0.913 -1.586
H -1.905 1.580 1.184
H -0.922 -0.516 1.994
H -0.160 -0.813 0.260
H 1.716 -0.177 1.309
H 2.084 1.897 2.432
H 0.551 2.580 2.243
O 1.646 -2.165 -1.303
H 1.051 -2.072 -2.118
H 1.209 -2.745 -0.671
O -0.921 -1.305 -2.121
H -0.267 -0.569 -2.208
H -1.839 -1.243 -2.284
*
```


# 4
Here is the molecule C6H10O from the OMol25 dataset. Energies are from the ωB97M-V functional and the def2-TZVPD basis.

The calculation puts the HOMO energy at -9.362 eV. As for the relative energy (zero: lowest compared OMol25 entry of this formula, charge and spin): 6.9 kcal/mol. For the calculated total energy, the calculation gives -309.83145 Eh. As for the max |F|: 0.0045 Eh/bohr.

The geometry in ORCA input format:
```
! RIJCOSX wB97M-V def2-TZVPD def2/J DEFGRID3
* xyz 0 1
C 1.436 -0.388 1.673
C 0.391 -0.459 0.577
C -0.725 0.568 0.784
C -1.525 0.777 -0.473
C -1.060 0.389 -1.658
C 0.238 -0.367 -1.777
O 1.067 -0.212 -0.647
H 0.977 -0.521 2.659
H 1.923 0.593 1.646
H 2.203 -1.154 1.533
H -0.056 -1.470 0.544
H -0.274 1.530 1.068
H -1.363 0.261 1.623
H -2.472 1.307 -0.399
H -1.605 0.605 -2.575
H 0.020 -1.439 -1.945
H 0.823 -0.019 -2.634
*
```


# 5
Here is a structure of composition C3H9N3OS from the OMol25 dataset. Energies are from the ωB97M-V functional and the def2-TZVPD basis.

The calculation puts the HOMO energy at -7.907 eV. As for the relative energy (zero: lowest compared OMol25 entry of this formula, charge and spin): 145.5 kcal/mol. For the calculated total energy, the calculation gives -757.17623 Eh. As for the max |F|: 0.0977 Eh/bohr.

The geometry in ORCA input format:
```
! RIJCOSX wB97M-V def2-TZVPD def2/J DEFGRID3
* xyz 0 1
C -2.295 -0.078 -1.722
C -1.442 1.525 -0.234
C 1.736 -0.691 -0.475
H -1.064 -0.751 -1.692
H -2.264 0.641 -2.738
H -3.290 -0.586 -1.721
H -0.832 1.900 -0.962
H -2.045 2.235 0.472
H 2.019 -1.307 -1.475
H 3.527 -1.445 0.479
H 1.316 -2.051 2.177
H 1.539 -0.234 2.385
N 0.680 0.030 -0.830
N 2.371 -1.127 0.657
N 2.029 -1.179 1.986
O -2.426 0.680 -0.616
S -0.190 0.472 0.618
*
```


Here are the calculated Kohn-Sham gap numbers, same order: 6.03; 9.66; 9.88; 10.49; 8.55 (eV).